Computed, not measured: C17H40As3N2ReSeSi as an isolated structure, with the ωB97M-V functional and the def2-TZVPD basis.

Positions of all 65 atoms, in Å:
1 Re -0.862 -1.415 -1.360
2 C -1.397 -2.143 2.370
3 As -0.129 -1.615 0.998
4 C 1.161 -3.045 1.234
5 C 0.930 -0.064 1.555
6 C 0.371 1.371 1.570
7 C 1.462 2.218 2.256
8 C 0.234 1.973 0.154
9 As -0.620 1.050 -1.377
10 C 0.521 1.707 -2.800
11 C -2.300 1.825 -1.975
12 C -0.898 1.517 2.434
13 As -2.664 1.154 1.612
14 C -3.219 3.001 1.249
15 C -3.703 0.989 3.278
16 H -2.195 -1.425 2.514
17 H -0.857 -2.277 3.308
18 H -1.813 -3.108 2.076
19 H 1.582 -2.995 2.238
20 H 1.951 -2.981 0.491
21 H 0.653 -4.003 1.120
22 H 1.786 -0.111 0.873
23 H 1.288 -0.312 2.557
24 H 2.444 2.036 1.813
25 H 1.523 1.982 3.319
26 H 1.244 3.283 2.164
27 H 1.235 2.153 -0.245
28 H -0.260 2.945 0.225
29 H 0.526 2.797 -2.776
30 H 0.140 1.377 -3.766
31 H 1.533 1.326 -2.677
32 H -2.225 2.911 -2.001
33 H -3.146 1.520 -1.369
34 H -2.438 1.467 -2.996
35 H -0.966 2.551 2.780
36 H -0.805 0.889 3.322
37 H -2.577 3.489 0.520
38 H -3.191 3.561 2.183
39 H -4.242 3.011 0.876
40 H -3.588 0.034 3.786
41 H -4.758 1.134 3.048
42 H -3.386 1.783 3.954
43 C 5.328 -1.723 -0.011
44 Si 5.225 -0.942 -1.685
45 C 5.434 -1.893 -3.245
46 C 4.980 0.894 -1.718
47 Se 1.284 -1.752 -2.163
48 H 6.378 -1.770 0.302
49 H 4.956 -2.750 -0.015
50 H 4.793 -1.147 0.745
51 H 6.489 -1.908 -3.541
52 H 4.872 -1.439 -4.064
53 H 5.112 -2.930 -3.130
54 H 5.959 1.388 -1.687
55 H 4.417 1.248 -0.854
56 H 4.491 1.226 -2.635
57 N -3.882 -1.799 -0.495
58 C -5.045 -2.064 -1.100
59 C -4.799 -2.201 -2.458
60 C -3.436 -2.006 -2.595
61 N -2.872 -1.756 -1.388
62 H -3.707 -1.642 0.486
63 H -5.965 -2.140 -0.542
64 H -5.510 -2.415 -3.238
65 H -2.847 -2.038 -3.502

Cartesian forces (eV/Å) of the 2 atoms listed first:
2.2 0.4 -0.1
0.0 0.0 -0.1

The spin multiplicity is 2. For the energy relative to the best compared isomer or geometry (same formula, charge and spin), the calculation gives 36.4 kcal/mol. Its net charge is +3.

Results of the Löwdin charge analysis, in e, for atoms 1 through 5: 0.452, -0.256, 0.985, -0.269, -0.313

Computed, not measured: a 3-piece molecular cluster, C17H40BrNO14P3 overall, with the ωB97M-V functional and the def2-TZVPD basis.

Positions of all 76 atoms, in Å:
1 C 2.627 -1.947 0.087
2 C 1.264 -1.197 0.334
3 O 0.253 -1.583 -0.648
4 N -0.790 -0.696 -0.450
5 C -0.883 0.317 -1.520
6 P -0.634 2.004 -0.688
7 O -1.407 3.077 -1.366
8 O -1.063 1.806 0.905
9 O 0.993 2.414 -0.733
10 C -2.070 -1.367 -0.155
11 Br -2.085 -3.316 -0.508
12 C -2.355 -1.168 1.404
13 O -3.277 -0.389 1.713
14 O -1.646 -1.802 2.279
15 H 3.357 -1.267 -0.431
16 H 3.086 -2.202 1.079
17 H 2.388 -2.859 -0.524
18 H 1.394 -0.085 0.241
19 H 0.859 -1.498 1.340
20 H -0.084 0.231 -2.299
21 H -1.878 0.374 -2.027
22 H -0.360 1.328 1.387
23 H 1.353 2.372 0.174
24 H -2.955 -0.924 -0.679
25 O 2.645 -1.843 -7.396
26 P 3.045 -2.757 -6.260
27 O 2.415 -1.898 -4.997
28 C 1.047 -1.504 -5.003
29 C 0.177 -2.549 -4.333
30 O 4.617 -2.285 -6.132
31 C 5.300 -1.721 -7.245
32 C 5.279 -0.206 -7.165
33 O 3.469 -3.989 -5.182
34 C 2.602 -5.105 -5.004
35 C 1.961 -5.587 -6.289
36 H 0.690 -1.305 -6.017
37 H 0.984 -0.568 -4.445
38 H 0.118 -3.453 -4.948
39 H -0.838 -2.175 -4.191
40 H 0.586 -2.835 -3.361
41 H 4.879 -2.077 -8.187
42 H 6.335 -2.072 -7.207
43 H 4.268 0.178 -7.032
44 H 5.708 0.237 -8.067
45 H 5.858 0.134 -6.303
46 H 1.847 -4.861 -4.252
47 H 3.209 -5.911 -4.586
48 H 1.302 -4.822 -6.716
49 H 1.364 -6.482 -6.105
50 H 2.723 -5.818 -7.037
51 O -2.963 4.758 6.109
52 P -2.441 3.405 5.678
53 O -2.464 2.641 7.152
54 C -3.651 2.614 7.928
55 C -4.478 1.380 7.617
56 O -0.837 3.791 5.621
57 C -0.421 5.133 5.409
58 C -0.102 5.804 6.733
59 O -1.985 1.959 4.954
60 C -2.983 1.116 4.365
61 C -4.062 1.878 3.630
62 H -4.249 3.518 7.783
63 H -3.346 2.589 8.977
64 H -4.908 1.447 6.615
65 H -5.301 1.277 8.328
66 H -3.863 0.479 7.655
67 H -1.171 5.693 4.847
68 H 0.481 5.103 4.791
69 H -0.924 5.708 7.442
70 H 0.116 6.864 6.588
71 H 0.767 5.330 7.196
72 H -3.410 0.468 5.135
73 H -2.469 0.463 3.658
74 H -4.640 2.514 4.316
75 H -4.752 1.187 3.146
76 H -3.624 2.530 2.870

Cartesian forces (eV/Å) of the 2 atoms listed first:
-0.6 0.6 -0.1
0.4 -0.5 0.6

For the energy relative to the best compared isomer or geometry (same formula, charge and spin), the calculation gives 0.0 kcal/mol. Its net charge is -1.

Results of the Löwdin charge analysis, in e, for atoms 1 through 5: -0.068, -0.210, -0.214, -0.254, -0.154

Computed, not measured: C17H40GaNP3S as an isolated structure, with the ωB97M-V functional and the def2-TZVPD basis.

Positions of all 63 atoms, in Å:
1 Ga -0.026 0.368 -0.307
2 P -1.584 2.051 -0.082
3 P -1.828 -1.381 0.912
4 P 1.673 1.225 -1.558
5 H -1.016 -2.102 -1.752
6 C 0.037 -1.798 -1.835
7 C 0.961 -2.162 -0.913
8 H 0.704 -2.803 -0.074
9 C -2.646 2.056 -1.562
10 C -2.704 2.157 1.336
11 C -0.747 3.660 -0.063
12 C -1.555 -3.201 0.964
13 C -2.405 -1.112 2.651
14 C -3.385 -1.297 -0.062
15 C 2.971 0.138 -2.208
16 C 2.591 2.590 -0.789
17 C 0.824 1.895 -3.015
18 H 0.297 -1.176 -2.704
19 H 2.004 -1.874 -1.009
20 H -3.289 2.940 -1.521
21 H -3.265 1.147 -1.587
22 H -2.028 2.090 -2.472
23 H -3.290 3.076 1.232
24 H -2.130 2.218 2.269
25 H -3.394 1.304 1.385
26 H -1.520 4.433 -0.023
27 H -0.133 3.816 -0.959
28 H -0.120 3.748 0.833
29 H -2.451 -3.706 1.347
30 H -0.700 -3.417 1.622
31 H -1.323 -3.577 -0.044
32 H -3.404 -1.545 2.793
33 H -2.451 -0.037 2.884
34 H -1.695 -1.597 3.337
35 H -4.085 -2.079 0.265
36 H -3.145 -1.465 -1.120
37 H -3.864 -0.317 0.034
38 H 3.607 0.731 -2.873
39 H 2.544 -0.698 -2.775
40 H 3.570 -0.260 -1.377
41 H 3.182 3.074 -1.572
42 H 3.269 2.184 -0.023
43 H 1.916 3.328 -0.336
44 H 1.574 2.273 -3.716
45 H 0.133 2.702 -2.750
46 H 0.261 1.101 -3.518
47 C 2.297 -0.711 -7.148
48 C 1.589 -0.435 -8.331
49 C 1.425 -1.425 -9.298
50 C 1.995 -2.701 -9.116
51 C 2.741 -2.961 -7.954
52 C 2.906 -1.974 -6.992
53 S 2.416 0.403 -5.802
54 H 1.681 1.450 -6.289
55 H 1.151 0.551 -8.472
56 H 0.852 -1.227 -10.205
57 H 1.863 -3.486 -9.873
58 H 3.193 -3.944 -7.801
59 H 3.485 -2.161 -6.086
60 N 0.865 0.590 1.789
61 H 1.577 -0.110 1.982
62 H 0.169 0.545 2.531
63 H 1.299 1.509 1.811

Cartesian forces (eV/Å) of the 2 atoms listed first:
-0.5 -1.9 2.8
-1.2 1.4 -0.7

For the total energy, the calculation gives -110820.0465 eV. Its net charge is +3.

Results of the Löwdin charge analysis, in e, for atoms 1 through 5: 0.385, 0.733, 0.796, 0.761, 0.061

Computed, not measured: C17H41Cl2LiN2O5 as an isolated structure, with the ωB97M-V functional and the def2-TZVPD basis.

Positions of all 68 atoms, in Å:
1 Li 1.422 0.716 -0.276
2 Cl 3.298 0.929 -1.846
3 Cl -0.421 -0.516 -1.000
4 C -0.577 5.134 -3.201
5 C -1.349 3.755 -2.921
6 N -1.857 3.548 -1.436
7 C -0.667 3.330 -0.578
8 C -2.666 4.803 -0.932
9 C -3.132 4.606 0.523
10 C -2.791 2.293 -1.420
11 C -4.008 2.337 -2.391
12 O -4.870 3.332 -1.910
13 C -6.089 3.390 -2.642
14 H -0.457 5.646 -2.247
15 H -1.008 5.847 -3.904
16 H 0.505 5.174 -3.324
17 H -0.859 2.853 -3.287
18 H -2.254 3.868 -3.517
19 H -0.929 3.298 0.479
20 H 0.012 4.181 -0.631
21 H -0.192 2.440 -0.990
22 H -3.333 4.824 -1.794
23 H -2.075 5.707 -1.082
24 H -2.385 4.862 1.274
25 H -3.616 3.670 0.799
26 H -3.855 5.349 0.863
27 H -3.099 2.104 -0.391
28 H -2.362 1.349 -1.758
29 H -4.620 1.436 -2.428
30 H -3.734 2.559 -3.423
31 H -6.760 4.239 -2.506
32 H -6.717 2.592 -2.245
33 H -6.012 3.137 -3.699
34 C 3.885 -1.929 0.452
35 C 3.672 -3.376 1.067
36 N 2.249 -3.938 0.792
37 C 1.161 -3.095 1.531
38 C 1.907 -3.921 -0.670
39 C 0.570 -4.542 -1.010
40 C 2.238 -5.394 1.375
41 C 2.791 -5.682 2.717
42 O 2.332 -4.726 3.734
43 C 3.074 -4.773 4.909
44 H 4.563 -1.363 1.090
45 H 2.908 -1.447 0.443
46 H 4.311 -1.887 -0.550
47 H 3.768 -3.409 2.152
48 H 4.297 -4.158 0.635
49 H 1.686 -2.858 2.457
50 H 0.265 -3.701 1.665
51 H 0.892 -2.175 1.012
52 H 2.779 -4.279 -1.216
53 H 1.934 -2.861 -0.923
54 H 0.462 -5.595 -0.752
55 H 0.473 -4.385 -2.084
56 H -0.316 -4.016 -0.655
57 H 2.638 -5.991 0.556
58 H 1.165 -5.581 1.424
59 H 3.849 -5.604 2.464
60 H 2.665 -6.699 3.089
61 H 2.651 -5.574 5.515
62 H 2.906 -3.847 5.459
63 H 4.159 -4.781 4.803
64 O 0.720 1.653 3.495
65 C 1.269 1.535 2.295
66 O 1.601 0.466 1.746
67 O 1.260 2.568 1.601
68 H 0.670 2.572 3.222

Cartesian forces (eV/Å) of the 2 atoms listed first:
0.6 -0.2 0.3
-0.5 0.1 0.3

The spin multiplicity is 2. For the total energy, the calculation gives -56758.9130 eV. Its net charge is -1.

Results of the Löwdin charge analysis, in e, for atoms 1 through 5: 0.316, -0.621, -0.406, -0.050, -0.081

Computed, not measured: C17H41Cl30InN2O3P as an isolated structure, with the ωB97M-V functional and the def2-TZVPD basis.

Positions of all 95 atoms, in Å:
1 C -1.037 -1.663 -0.545
2 C -0.591 -0.143 -1.025
3 N -1.498 0.913 -0.431
4 In -3.408 0.793 -1.381
5 O -4.420 2.595 -1.037
6 P -4.650 -1.298 -0.666
7 N -6.236 -1.116 -1.025
8 O -4.052 -2.649 -1.587
9 O -4.431 -1.655 1.052
10 H -1.893 -1.554 0.254
11 H -0.110 -2.228 -0.051
12 H -1.377 -2.317 -1.481
13 H 0.546 0.019 -0.772
14 H -0.746 -0.113 -2.207
15 H -1.589 0.840 0.605
16 H -3.120 0.669 -3.157
17 H -5.229 2.455 -0.463
18 H -6.407 -0.164 -1.442
19 H -4.732 -2.834 -2.320
20 H -5.125 -1.138 1.558
21 C -0.069 -3.505 3.225
22 Cl -0.467 -4.880 2.187
23 Cl 1.167 -2.482 2.480
24 H -0.971 -2.910 3.389
25 H 0.307 -3.877 4.181
26 C -3.705 3.173 -5.766
27 Cl -4.121 1.509 -5.338
28 Cl -1.960 3.436 -5.675
29 H -4.042 3.373 -6.786
30 H -4.205 3.854 -5.073
31 C 3.025 -2.034 -0.633
32 Cl 3.076 -0.581 -1.638
33 Cl 2.543 -3.446 -1.580
34 H 4.018 -2.210 -0.212
35 H 2.304 -1.883 0.174
36 C 6.017 -0.222 1.399
37 Cl 4.424 -0.889 1.776
38 Cl 7.293 -1.402 1.724
39 H 6.047 0.052 0.342
40 H 6.187 0.664 2.015
41 C 7.948 -5.208 2.906
42 Cl 8.971 -3.859 3.413
43 Cl 8.880 -6.406 1.999
44 H 7.522 -5.685 3.792
45 H 7.145 -4.827 2.270
46 C -1.403 7.056 -3.819
47 Cl -2.510 5.996 -2.938
48 Cl -1.691 8.753 -3.417
49 H -0.375 6.797 -3.554
50 H -1.554 6.914 -4.892
51 C 9.408 1.814 2.188
52 Cl 9.481 0.848 0.710
53 Cl 7.794 2.498 2.422
54 H 9.651 1.177 3.042
55 H 10.132 2.629 2.117
56 C 6.231 0.156 5.503
57 Cl 7.972 0.393 5.308
58 Cl 5.327 1.033 4.262
59 H 6.006 -0.910 5.419
60 H 5.930 0.521 6.487
61 C -6.875 -4.989 -2.234
62 Cl -6.824 -3.536 -3.239
63 Cl -7.357 -6.402 -3.182
64 H -5.882 -5.166 -1.813
65 H -7.596 -4.839 -1.427
66 C -6.958 -3.796 1.502
67 Cl -7.356 -5.171 0.465
68 Cl -5.723 -2.774 0.758
69 H -7.860 -3.201 1.667
70 H -6.583 -4.168 2.459
71 C 3.242 -2.258 6.957
72 Cl 4.951 -2.625 7.221
73 Cl 2.847 -2.274 5.234
74 H 2.634 -3.007 7.469
75 H 3.025 -1.266 7.362
76 C -5.435 -1.600 -7.084
77 Cl -4.645 -2.976 -7.862
78 Cl -5.218 -1.651 -5.330
79 H -5.000 -0.675 -7.470
80 H -6.503 -1.628 -7.311
81 C 5.641 5.898 1.838
82 Cl 5.225 4.234 2.266
83 Cl 7.387 6.161 1.929
84 H 5.304 6.098 0.818
85 H 5.142 6.579 2.531
86 C -7.286 4.111 -6.201
87 Cl -6.261 4.758 -4.914
88 Cl -6.622 2.604 -6.845
89 H -8.283 3.917 -5.798
90 H -7.350 4.845 -7.008
91 C 1.741 4.128 3.939
92 Cl 0.148 3.462 4.316
93 Cl 3.017 2.948 4.264
94 H 1.770 4.402 2.882
95 H 1.911 5.015 4.555

Cartesian forces (eV/Å) of the 2 atoms listed first:
0.8 -0.3 -0.3
-0.6 -0.7 -0.1

For the total energy, the calculation gives -417545.4775 eV. Its net charge is -1.

Results of the Löwdin charge analysis, in e, for atoms 1 through 5: -0.142, -0.399, -0.251, 0.551, -0.472

Computed, not measured: a 3-piece molecular cluster, C17H41IO12P2S3 overall, with the ωB97M-V functional and the def2-TZVPD basis.

Positions of all 76 atoms, in Å:
1 C 4.647 3.663 0.959
2 C 5.379 2.367 0.669
3 O 5.058 1.367 1.667
4 P 4.098 0.192 1.224
5 O 3.287 0.468 0.037
6 C 3.069 -0.145 2.656
7 C 2.200 -1.375 2.344
8 O 0.806 -1.012 2.255
9 P -0.020 -1.689 1.090
10 O 0.503 -2.961 0.620
11 O -0.127 -0.550 0.014
12 C -0.209 -0.940 -1.377
13 C -0.109 0.327 -2.204
14 C 1.327 0.706 -2.549
15 I 2.120 -0.456 -4.152
16 O -1.469 -1.904 1.648
17 C -2.165 -0.802 2.277
18 C -3.436 -0.532 1.462
19 C -3.345 0.726 0.609
20 C -4.690 1.004 -0.109
21 S -5.608 2.380 0.503
22 O -6.372 1.956 1.621
23 O -6.315 2.992 -0.570
24 O -4.460 3.359 0.965
25 O 5.030 -1.089 1.114
26 C 5.258 -1.657 -0.198
27 C 4.289 -2.770 -0.512
28 H 3.838 3.510 1.665
29 H 5.319 4.380 1.424
30 H 4.279 4.139 0.057
31 H 6.446 2.545 0.764
32 H 5.212 2.013 -0.342
33 H 2.460 0.734 2.834
34 H 3.700 -0.370 3.512
35 H 2.563 -1.848 1.443
36 H 2.310 -2.099 3.144
37 H 0.603 -1.602 -1.650
38 H -1.156 -1.432 -1.571
39 H -0.653 0.207 -3.137
40 H -0.516 1.172 -1.650
41 H 1.353 1.739 -2.879
42 H 1.980 0.634 -1.687
43 H -2.458 -1.139 3.265
44 H -1.542 0.083 2.360
45 H -3.543 -1.389 0.799
46 H -4.310 -0.501 2.110
47 H -2.584 0.596 -0.155
48 H -3.048 1.554 1.245
49 H -5.342 0.145 -0.009
50 H -4.501 1.194 -1.159
51 H -4.868 4.230 1.100
52 H 5.242 -0.910 -0.985
53 H 6.266 -2.062 -0.173
54 H 4.702 -3.425 -1.274
55 H 3.373 -2.349 -0.913
56 H 4.042 -3.363 0.363
57 C -0.803 4.366 0.327
58 S 0.423 3.686 -0.793
59 O 1.457 4.734 -0.984
60 C -0.622 3.700 -2.255
61 H -0.333 4.479 1.302
62 H -1.132 5.339 -0.038
63 H -1.643 3.679 0.402
64 H -0.968 4.716 -2.449
65 H -1.469 3.031 -2.099
66 H -0.025 3.348 -3.093
67 C -4.351 -4.851 -0.307
68 S -2.645 -4.404 -0.654
69 O -2.696 -3.167 -1.484
70 C -2.317 -5.769 -1.772
71 H -4.767 -4.092 0.351
72 H -4.920 -4.885 -1.237
73 H -4.375 -5.820 0.191
74 H -3.024 -5.743 -2.601
75 H -2.401 -6.708 -1.225
76 H -1.303 -5.653 -2.146

Cartesian forces (eV/Å) of the 2 atoms listed first:
0.2 0.4 0.0
0.6 0.5 0.3

For the total energy, the calculation gives -102051.5035 eV.

Results of the Löwdin charge analysis, in e, for atoms 1 through 5: -0.059, -0.250, -0.191, 0.461, -0.237

> Number 5 is which compound?

C17H41Cl30InN2O3P